{
  "formula": "C23H31ClN6O2",
  "method": "wB97M-V/def2-TZVPD",
  "lumo_ev": 0.01,
  "charge": 0,
  "e_above_lowest_kj_mol": 2366.3,
  "total_energy_ha": -1833.43079,
  "orbital_gap_ev": 7.9,
  "species": ["C", "C", "C", "C", "H", "C", "N", "C", "N", "C", "C", "C", "O", "N", "C", "O", "N", "C", "H", "H", "H", "H", "C", "N", "C", "C", "N", "C", "C", "C", "C", "C", "C", "C", "H", "H", "H", "H", "H", "Cl", "H", "C", "C", "H", "H", "H", "H", "H", "H", "H", "H", "H", "H", "H", "H", "H", "H", "H", "H", "H", "H", "H", "H"],
  "coordinates": [[-3.30932, 2.06742, 0.60703], [-4.07241, 1.68966, -0.53564], [-3.36328, 0.79637, -1.46050], [-2.80810, -0.54012, -0.90806], [-2.79014, -1.23940, -1.66641], [-1.29481, -0.64957, -0.51238], [-0.31503, -0.60325, -1.60736], [0.33872, 0.73062, -1.84575], [1.06520, 0.53807, -2.96541], [0.77607, -0.72320, -3.34908], [-0.42998, -1.37213, -2.63207], [-0.85969, -2.55954, -2.98569], [-1.40638, -3.15239, -2.24240], [-0.26951, -3.17024, -4.00009], [0.77520, -2.45816, -4.90743], [1.19575, -3.30662, -5.89377], [1.38681, -1.36983, -4.46169], [2.27924, -0.74569, -5.32860], [2.34752, -1.22772, -6.06656], [1.78677, 0.16852, -5.66614], [3.11200, -0.39686, -4.77471], [-0.58542, -4.23699, -4.39219], [0.36575, 1.77004, -0.94151], [0.87605, 1.33562, 0.38134], [0.86814, 2.95434, 1.14795], [1.29551, 2.38184, 2.75802], [2.06448, 1.04143, 2.84224], [0.85535, -0.00631, 3.17384], [-0.30239, -0.11198, 2.81899], [-1.12643, -1.10172, 3.27137], [-0.77732, -2.12154, 3.84510], [0.70695, -2.08244, 4.08515], [1.49890, -1.16980, 3.85516], [3.10222, -1.19769, 4.22166], [3.44616, -0.22728, 4.34110], [3.37951, -1.79187, 3.55749], [3.04203, -1.58531, 5.17799], [1.08231, -3.32195, 4.71318], [-1.35318, -3.01118, 4.09386], [-2.98074, -1.07657, 2.76567], [-0.68345, 0.73305, 2.48619], [2.78170, 0.51952, 1.68674], [2.19967, 0.70057, 0.30513], [2.99346, 1.09117, -0.41551], [1.82605, -0.23811, 0.02129], [3.42085, -0.10410, 2.09052], [3.67987, 1.58067, 1.90056], [0.56066, 2.42779, 3.41948], [1.95305, 3.16393, 3.09649], [1.80158, 3.28963, 0.70109], [0.06763, 3.34463, 1.14462], [1.13261, 2.56344, -1.44897], [-0.56639, 2.46501, -0.71685], [-1.10591, 0.12726, 0.33134], [-1.11612, -1.64071, 0.14720], [-3.56224, -0.99476, -0.01433], [-2.33014, 1.34412, -2.01064], [-3.88915, 0.45023, -2.54701], [-5.06597, 1.09647, -0.32357], [-4.38784, 2.26639, -1.05642], [-2.33991, 2.76719, 0.28820], [-3.91610, 2.74933, 1.18269], [-3.05641, 1.38069, 1.21806]],
  "forces_ev_per_angstrom": [[1.09, 8.00, -2.48], [2.63, -14.61, 7.73], [3.92, -2.02, -5.32], [-0.79, -0.26, 2.74], [-0.97, -1.65, -1.71], [-0.67, -0.43, 4.76], [-3.69, 6.23, 5.71], [-0.94, -7.70, -3.74], [-0.29, -1.19, 0.79], [-2.60, -0.77, -1.63], [9.91, 8.69, -4.66], [5.01, 0.87, -6.20], [-9.96, -9.01, 10.52], [3.00, -1.24, -7.23], [-0.05, -9.15, -2.49], [-2.02, 5.24, 4.42], [-2.92, -0.43, 1.88], [-1.58, 8.88, 8.73], [2.16, -7.34, -10.28], [0.03, 0.41, -0.01], [1.32, -0.15, 0.06], [1.27, 4.36, 1.59], [1.38, 5.37, 2.28], [-0.87, 5.13, 0.78], [13.39, -11.82, 2.87], [4.51, 0.61, -5.70], [-7.03, -0.40, 0.92], [14.60, -0.80, 2.86], [-6.95, 0.45, -1.21], [-6.68, 4.48, -4.43], [5.18, -7.10, 4.16], [-5.44, -11.60, 4.39], [5.83, 7.23, -1.54], [-7.19, 3.84, 3.97], [0.95, 1.66, -0.60], [3.73, -4.91, -5.52], [0.47, -1.37, 1.86], [-0.82, 4.05, -1.95], [0.17, 0.49, 0.02], [1.95, 0.41, 0.51], [-2.38, 3.57, -2.41], [0.49, 9.99, 0.64], [0.08, 0.26, 0.25], [-1.22, -0.24, 0.67], [0.37, -1.84, -1.14], [2.72, -4.39, 0.64], [-1.74, -2.69, -1.48], [-3.65, -0.46, 2.50], [0.81, 0.24, 0.12], [-0.62, 0.98, 0.07], [-10.73, 5.33, -0.72], [-1.51, -1.59, 0.93], [1.40, -2.03, -0.86], [0.31, -1.01, -2.05], [-0.52, 1.84, -1.92], [2.33, 1.27, -2.33], [-2.70, -1.02, 1.71], [0.59, 1.36, 3.21], [1.67, 0.79, 0.52], [-6.47, 13.76, -10.38], [-2.25, -1.94, 0.76], [-0.13, 0.48, 0.47], [2.13, -5.12, 3.92]],
  "nbo_charge": [-0.555, -0.386, -0.356, -0.432, 0.209, -0.269, -0.306, 0.335, -0.460, 0.323, 0.024, 0.564, -0.558, -0.626, 0.780, -0.686, -0.403, -0.355, 0.208, 0.193, 0.212, 0.469, -0.311, -0.429, -0.159, -0.210, -0.445, 0.225, -0.409, 0.230, -0.306, -0.126, -0.077, -0.587, 0.233, 0.200, 0.217, 0.165, 0.252, -0.151, 0.233, -0.160, -0.287, 0.202, 0.218, 0.224, 0.139, 0.188, 0.191, 0.199, 0.142, 0.209, 0.236, 0.251, 0.232, 0.224, 0.169, 0.220, 0.182, 0.170, 0.163, 0.215, 0.203]
}